{"formula": "C27H38BrInN6O3SSi2Te", "method": "ωB97M-V/def2-TZVPD", "species": ["In", "O", "C", "O", "C", "C", "C", "C", "C", "N", "H", "H", "H", "H", "C", "Si", "C", "C", "C", "C", "C", "C", "C", "Si", "C", "C", "H", "H", "H", "H", "H", "H", "H", "H", "H", "H", "H", "H", "H", "H", "H", "H", "C", "N", "C", "C", "O", "N", "C", "N", "H", "H", "H", "H", "H", "H", "H", "C", "C", "C", "C", "N", "C", "S", "N", "H", "H", "H", "H", "H", "C", "Te", "C", "H", "H", "H", "H", "H", "H", "Br"], "coordinates": [[0.353, 0.239, 0.211], [3.607, 3.267, 0.515], [2.995, 2.197, 0.477], [1.813, 1.997, 0.066], [3.729, 0.970, 1.030], [5.038, 1.076, 1.494], [5.646, -0.050, 2.015], [4.935, -1.244, 2.057], [3.641, -1.253, 1.564], [3.056, -0.170, 1.066], [5.526, 2.038, 1.434], [6.664, -0.004, 2.387], [5.373, -2.149, 2.458], [3.039, -2.158, 1.557], [-3.114, 1.723, -0.937], [-1.362, 2.082, -0.291], [-0.758, 3.578, -1.260], [-1.702, 2.669, 1.517], [-2.547, 3.778, 1.655], [-2.924, 4.280, 2.890], [-2.455, 3.667, 4.044], [-1.612, 2.574, 3.932], [-1.213, 2.053, 2.693], [0.014, 0.574, 2.731], [1.502, 1.245, 3.696], [-0.781, -0.739, 3.840], [-3.730, 2.625, -0.853], [-3.590, 0.931, -0.356], [-3.090, 1.427, -1.988], [-1.439, 4.431, -1.167], [-0.673, 3.305, -2.316], [0.235, 3.864, -0.913], [-2.924, 4.269, 0.761], [-3.580, 5.143, 2.953], [-2.741, 4.042, 5.021], [-1.246, 2.108, 4.844], [1.176, 1.657, 4.658], [1.997, 2.045, 3.141], [2.238, 0.460, 3.890], [-1.048, -0.332, 4.821], [-0.094, -1.577, 3.985], [-1.681, -1.134, 3.362], [-4.073, -2.529, -3.185], [-3.608, -2.069, -1.905], [-4.023, -2.651, -0.655], [-2.943, -2.126, 0.301], [-2.959, -2.353, 1.500], [-2.028, -1.411, -0.405], [-2.426, -1.410, -1.682], [-1.801, -0.822, -2.676], [-4.328, -3.591, -3.127], [-3.288, -2.420, -3.933], [-4.957, -1.982, -3.529], [-3.998, -3.746, -0.679], [-5.012, -2.320, -0.332], [-0.913, -0.314, -2.628], [-2.252, -0.643, -3.562], [-0.321, 3.166, -8.281], [-0.862, 2.307, -7.168], [-2.213, 1.971, -7.107], [-2.563, 1.141, -6.053], [-1.718, 0.715, -5.136], [-0.410, 1.143, -5.216], [0.695, 0.708, -3.999], [0.015, 1.905, -6.269], [-1.080, 3.376, -9.036], [0.528, 2.667, -8.749], [0.044, 4.110, -7.872], [-2.932, 2.314, -7.838], [-3.592, 0.796, -5.949], [-0.593, -4.890, 3.252], [-0.056, -3.781, 1.493], [1.756, -4.889, 1.236], [-0.702, -5.951, 3.026], [-1.548, -4.492, 3.593], [0.151, -4.750, 4.034], [2.408, -4.757, 2.098], [2.238, -4.486, 0.347], [1.540, -5.946, 1.090], [1.265, -1.845, -1.057]], "atomic_forces_ev_per_a": [[0.2, 0.1, 0.1], [0.0, 0.0, 0.0], [0.0, 0.0, 0.1], [0.1, 0.0, 0.0], [0.0, 0.0, 0.0], [0.0, 0.0, 0.0], [0.0, 0.0, 0.0], [0.0, 0.0, 0.0], [0.0, 0.0, 0.0], [0.0, 0.0, 0.0], [0.0, 0.0, 0.0], [0.0, 0.0, 0.0], [0.0, 0.0, 0.0], [0.0, 0.0, 0.0], [0.0, 0.0, 0.0], [0.0, 0.0, -0.1], [0.0, 0.0, 0.0], [0.0, -0.1, 0.0], [0.0, 0.0, 0.0], [0.0, 0.0, 0.0], [0.0, 0.0, 0.0], [0.0, 0.0, 0.0], [0.0, 0.0, 0.0], [-0.2, -0.1, 0.0], [0.0, 0.0, 0.0], [-0.1, 0.0, 0.0], [0.0, 0.0, 0.0], [0.0, 0.0, 0.0], [0.0, 0.0, 0.0], [0.0, 0.0, 0.0], [0.0, 0.0, 0.0], [0.0, 0.0, 0.0], [0.0, 0.0, 0.0], [0.0, 0.0, 0.0], [0.0, 0.0, 0.0], [0.0, 0.0, 0.0], [0.0, 0.0, 0.0], [0.0, 0.0, 0.0], [0.0, 0.0, 0.0], [0.0, 0.0, 0.0], [0.0, 0.0, 0.0], [0.0, 0.0, 0.0], [0.0, 0.0, 0.0], [0.0, 0.0, 0.0], [0.0, 0.0, 0.0], [0.0, 0.0, 0.0], [0.0, 0.0, 0.0], [0.0, 0.0, 0.1], [0.1, 0.1, 0.0], [-0.2, -0.1, 0.0], [0.0, 0.0, 0.0], [0.0, 0.0, 0.0], [0.0, 0.0, 0.0], [0.0, 0.0, 0.0], [0.0, 0.0, 0.0], [0.1, -0.2, 0.2], [0.1, 0.0, -0.1], [0.0, 0.0, 0.0], [0.0, 0.0, 0.0], [0.0, 0.0, 0.0], [0.0, 0.0, 0.0], [0.0, 0.0, 0.0], [0.0, -0.1, 0.0], [-0.2, 0.1, -0.2], [0.0, 0.0, 0.0], [0.0, 0.0, 0.0], [0.0, 0.0, 0.0], [0.0, 0.0, 0.0], [0.0, 0.0, 0.0], [0.0, 0.0, 0.0], [0.0, 0.0, 0.0], [0.0, 0.0, 0.0], [0.0, 0.0, 0.0], [0.0, 0.0, 0.0], [0.0, 0.0, 0.0], [0.0, 0.0, 0.0], [0.0, 0.0, 0.0], [0.0, 0.0, 0.0], [0.0, 0.0, 0.0], [0.0, 0.1, -0.1]], "mulliken_charge": [1.720, -0.818, 0.117, -0.709, 0.300, -0.665, -0.285, -0.673, -0.222, 0.443, 0.490, 0.380, 0.406, 0.205, -1.130, 0.228, -1.076, 0.478, -0.618, -0.721, -0.754, -0.473, 0.402, 0.064, -1.128, -0.937, 0.494, 0.220, 0.228, 0.327, 0.189, 0.268, 0.181, 0.353, 0.348, 0.214, 0.468, 0.234, 0.218, 0.371, 0.140, 0.208, -1.165, 0.086, -0.476, -0.387, -0.688, 0.893, -0.158, 0.175, 0.332, 0.433, 0.276, 0.321, 0.285, -0.308, 0.316, -1.182, 1.013, -0.847, -0.202, -0.352, -0.060, -0.403, -0.580, 0.312, 0.293, 0.253, 0.277, 0.394, -1.190, 0.620, -1.124, 0.358, 0.291, 0.337, 0.324, 0.245, 0.344, -0.535], "homo_energy_ev": -1.7, "charge": -2, "homo_lumo_gap_ha": 0.19697, "energy_ha": -5615.4793, "relative_energy_kj_mol": 83.2, "lumo_ev": 3.689}